[1]
{
  "formula": "C24H28NO2V",
  "method": "wB97M-V/def2-TZVPD",
  "elements": ["C", "C", "C", "H", "C", "C", "H", "C", "C", "C", "H", "C", "C", "H", "H", "H", "H", "H", "H", "V", "C", "C", "C", "H", "H", "H", "H", "H", "H", "C", "C", "H", "H", "O", "N", "C", "H", "C", "C", "H", "C", "H", "C", "H", "C", "H", "C", "H", "H", "H", "C", "C", "O", "H", "H", "H"],
  "xyz": [[1.671, -0.212, 2.710], [2.169, -0.811, 1.497], [2.185, 0.167, 0.477], [2.592, -1.813, 1.414], [1.681, 1.388, 1.017], [1.390, 1.180, 2.412], [1.596, 2.343, 0.496], [-1.312, -1.769, 3.146], [-0.109, -2.432, 2.791], [-0.075, -2.613, 1.389], [0.606, -2.838, 3.503], [-1.254, -2.001, 0.819], [-2.031, -1.516, 1.952], [2.645, 0.019, -0.504], [1.431, 1.939, 3.205], [1.713, -0.641, 3.695], [-3.019, -1.073, 1.905], [0.700, -3.164, 0.856], [-1.693, -1.622, 4.160], [-0.202, -0.366, 1.668], [-1.546, -1.818, -0.660], [-3.045, -1.611, -0.854], [-1.059, -3.030, -1.442], [-3.548, -2.516, -0.480], [-3.279, -1.405, -1.910], [-3.404, -0.785, -0.231], [-1.596, -3.917, -1.112], [0.023, -3.188, -1.336], [-1.261, -2.847, -2.504], [-0.726, -0.560, -1.188], [-1.307, 0.811, -0.817], [-0.630, -0.558, -2.294], [0.341, -0.638, -0.808], [-1.801, 0.892, 0.326], [-1.434, 1.822, -1.752], [-0.344, 2.711, -2.189], [-2.329, 2.299, -1.725], [0.855, 1.971, -2.693], [2.097, 2.524, -2.432], [2.139, 3.482, -1.914], [3.261, 1.853, -2.818], [4.219, 2.318, -2.622], [3.169, 0.595, -3.421], [4.077, 0.036, -3.647], [1.912, 0.067, -3.740], [1.834, -0.934, -4.169], [0.757, 0.818, -3.492], [-0.213, 0.490, -3.889], [-0.016, 3.421, -1.413], [-0.732, 3.319, -3.001], [-1.254, 1.491, 3.984], [-0.705, 1.777, 2.634], [-0.866, 2.781, 1.980], [-0.641, 0.771, 4.545], [-2.234, 1.017, 3.837], [-1.397, 2.379, 4.636]],
  "forces_ev_per_angstrom": [[0.65, 0.66, -0.78], [-0.23, 0.22, 0.74], [-0.33, 0.75, 0.64], [-0.32, 0.35, 0.01], [0.19, -0.82, -0.11], [0.46, -0.59, 0.49], [-0.10, -0.44, 0.16], [-0.39, -0.27, -0.38], [-0.43, -0.05, 0.13], [-1.05, 0.26, -0.52], [-0.04, 0.32, -0.27], [-0.12, -0.85, 1.05], [0.06, -0.55, -0.37], [-0.58, 0.13, 0.14], [-0.23, -0.24, -0.57], [0.09, 0.03, 0.06], [0.30, 0.06, -0.05], [-0.26, 0.43, 0.09], [0.32, 0.20, -0.46], [2.21, 1.50, -0.20], [0.30, 1.08, 0.18], [-0.09, -0.16, 0.25], [0.16, 0.27, -0.36], [-0.08, 0.24, -0.47], [-0.06, -0.23, 0.37], [0.03, -0.10, -0.34], [0.07, -0.10, -0.06], [-0.28, 0.00, 0.01], [0.02, -0.26, 0.14], [1.02, 0.15, -0.82], [-0.23, -0.75, 1.17], [-0.20, -0.45, 0.90], [-1.12, 0.06, -0.53], [0.79, -0.18, -0.72], [-0.38, 0.02, -0.22], [-0.04, -0.18, -0.33], [0.24, 0.08, 0.66], [0.02, -0.20, -0.72], [0.50, -0.44, 0.09], [0.16, -0.23, -0.04], [-0.33, -0.01, -0.05], [0.05, -0.15, -0.04], [-0.08, 0.13, 0.24], [-0.26, 0.11, 0.03], [-0.05, 0.29, -0.08], [0.04, 0.43, -0.16], [0.37, -0.06, 0.33], [0.42, 0.11, 0.37], [-0.32, -0.36, 0.06], [-0.30, 0.06, -0.08], [-0.20, 0.17, 1.44], [-1.03, 1.18, -1.22], [0.53, -1.69, 1.21], [-0.07, 0.16, -0.33], [0.16, 0.16, -0.05], [0.08, -0.27, -0.62]],
  "lowdin_charge": [-0.184, -0.106, -0.063, 0.130, -0.041, -0.175, 0.120, -0.101, -0.104, -0.072, 0.138, -0.259, -0.094, 0.118, 0.150, 0.122, 0.134, 0.132, 0.134, 0.801, -0.480, -0.020, -0.025, 0.109, 0.108, 0.076, 0.102, 0.090, 0.098, -0.047, -0.366, 0.100, 0.116, 0.024, 0.087, -0.121, 0.152, -0.235, -0.057, 0.120, -0.072, 0.108, -0.085, 0.109, -0.071, 0.112, -0.055, 0.124, 0.125, 0.135, -0.042, -0.365, 0.076, 0.082, 0.098, 0.107],
  "total_charge": 1,
  "spin_multiplicity": 2,
  "lumo_ev": [-3.858, -2.859],
  "de_lowest_kcal_mol": 41.9,
  "homo_energy_ev": [-11.54, -10.66],
  "s_squared": 1.23
}

[2]
{
  "formula": "C24H29AsO3Rh",
  "method": "wB97M-V/def2-TZVPD",
  "elements": ["Rh", "C", "O", "C", "C", "O", "C", "C", "O", "C", "H", "H", "H", "H", "H", "H", "H", "H", "H", "H", "H", "H", "H", "H", "C", "C", "C", "C", "C", "C", "As", "C", "C", "C", "C", "C", "C", "C", "C", "C", "C", "C", "C", "H", "H", "H", "H", "H", "H", "H", "H", "H", "H", "H", "H", "H", "H", "H"],
  "xyz": [[-0.307, -0.920, 0.857], [-1.233, -2.713, 3.315], [-1.546, -2.320, 1.938], [-2.036, -3.410, 1.139], [-2.221, -2.827, -0.224], [-1.007, -2.081, -0.613], [0.073, -2.847, -1.244], [1.013, -3.317, -0.181], [1.389, -2.142, 0.582], [2.700, -1.604, 0.219], [-2.077, -3.267, 3.719], [-0.332, -3.324, 3.322], [-1.095, -1.796, 3.878], [-1.335, -4.243, 1.175], [-2.993, -3.761, 1.528], [-2.431, -3.587, -0.975], [-3.018, -2.086, -0.242], [-0.347, -3.665, -1.828], [0.560, -2.153, -1.928], [0.564, -4.013, 0.519], [1.892, -3.798, -0.611], [3.454, -2.343, 0.472], [2.727, -1.376, -0.847], [2.859, -0.707, 0.810], [3.416, 2.602, -3.571], [2.318, 1.871, -4.051], [1.396, 1.367, -3.169], [1.575, 1.604, -1.784], [2.692, 2.305, -1.292], [3.602, 2.813, -2.191], [0.371, 0.907, -0.530], [-1.472, 1.117, -0.887], [-2.300, 1.659, 0.124], [-3.659, 1.812, -0.117], [-4.196, 1.417, -1.333], [-3.381, 0.839, -2.320], [-2.035, 0.668, -2.101], [0.662, 1.751, 1.154], [0.519, 3.109, 1.394], [0.652, 3.587, 2.694], [0.906, 2.712, 3.749], [1.028, 1.350, 3.521], [0.923, 0.870, 2.218], [4.128, 3.020, -4.270], [2.198, 1.718, -5.115], [0.531, 0.836, -3.538], [2.828, 2.465, -0.232], [4.461, 3.369, -1.845], [-1.887, 1.992, 1.065], [-4.293, 2.252, 0.640], [-5.254, 1.548, -1.520], [-3.818, 0.532, -3.262], [-1.431, 0.194, -2.863], [0.296, 3.798, 0.588], [0.554, 4.646, 2.888], [1.012, 3.099, 4.754], [1.243, 0.674, 4.339], [1.163, -0.198, 2.083]],
  "forces_ev_per_angstrom": [[1.07, -0.29, -1.61], [-0.19, 0.05, -0.32], [-0.07, -0.22, 1.04], [-0.01, 0.19, 0.24], [-0.07, 0.00, -0.24], [-0.28, -0.28, -0.30], [-0.12, -0.09, -0.12], [0.01, -0.07, -0.03], [0.00, 0.33, 0.47], [-0.01, 0.05, -0.04], [-0.02, -0.01, 0.04], [0.03, -0.03, 0.02], [0.02, 0.04, 0.02], [0.03, -0.07, -0.04], [-0.07, 0.04, 0.04], [0.11, 0.06, -0.09], [0.01, 0.09, 0.03], [-0.14, 0.01, 0.06], [0.01, 0.05, -0.02], [-0.03, -0.03, 0.03], [0.10, 0.14, 0.04], [-0.02, -0.09, 0.04], [-0.01, 0.03, -0.01], [0.01, 0.02, 0.01], [-0.19, -0.08, 0.52], [0.56, 0.46, 0.00], [-0.10, 0.02, 0.84], [0.49, -0.50, -0.85], [-0.39, -0.38, 0.04], [0.02, -0.01, -0.96], [-0.37, 1.08, 0.73], [-0.45, -0.30, 0.07], [0.14, -0.26, -0.13], [-0.15, -0.04, -0.10], [0.17, -0.02, 0.05], [-0.19, 0.04, 0.02], [0.02, 0.05, 0.26], [0.32, -0.03, 0.24], [-0.06, 0.07, 0.05], [0.02, -0.15, 0.05], [0.00, 0.09, -0.05], [-0.07, -0.10, 0.03], [-0.52, 0.15, -0.01], [0.02, -0.05, 0.00], [-0.03, 0.02, 0.00], [0.00, -0.07, -0.02], [0.03, -0.01, 0.06], [-0.03, 0.03, 0.02], [0.05, 0.08, 0.01], [0.00, -0.01, 0.01], [0.00, 0.01, -0.03], [0.00, 0.00, 0.01], [0.05, 0.06, -0.04], [0.03, -0.01, -0.03], [0.01, 0.02, -0.01], [0.00, 0.00, 0.00], [-0.03, 0.02, 0.00], [0.24, -0.09, -0.04]],
  "lowdin_charge": [1.044, 0.009, -0.314, -0.145, -0.065, -0.292, -0.082, -0.108, -0.302, 0.001, 0.115, 0.107, 0.099, 0.135, 0.164, 0.160, 0.148, 0.162, 0.139, 0.132, 0.164, 0.125, 0.105, 0.091, 0.016, -0.029, -0.081, -0.353, -0.084, -0.021, 1.379, -0.355, -0.075, -0.026, 0.007, -0.021, -0.092, -0.402, -0.068, 0.006, -0.003, -0.022, -0.166, 0.133, 0.131, 0.093, 0.107, 0.131, 0.098, 0.132, 0.135, 0.132, 0.101, 0.135, 0.136, 0.136, 0.131, 0.068],
  "total_charge": 3,
  "spin_multiplicity": 1,
  "lumo_ev": [-11.971, -11.977],
  "homo_energy_ev": [-18.00, -18.00]
}

Number 1: strongest force on any atom 2.7 eV Å⁻¹. Number 2: strongest force on any atom 2.0 eV Å⁻¹.